1.
Below is 13 unconnected molecules or ions with the total composition C43H58Cl8F4O5, with properties calculated with ωB97M-V with the def2-TZVPD basis set.

As for the total charge: 0. The total energy is -6130.45511 hartree. The value obtained for the LUMO energy is 0.27 eV.

Geometry as XYZ:
```
118
C43H58Cl8F4O5 | the OMol25 dataset | ωB97M-V with the def2-TZVPD basis set
F 7.25680 -0.16742 -1.15901
C 6.39954 0.41435 -2.01407
C 5.06342 0.47458 -1.68272
C 4.18096 1.05795 -2.58843
C 4.63723 1.54254 -3.80068
C 5.99263 1.44996 -4.13920
C 6.87207 0.87361 -3.23257
H 4.70013 0.01284 -0.77359
H 3.11200 1.06985 -2.41502
H 3.90074 2.00273 -4.44529
H 6.33951 1.83771 -5.08567
H 7.90757 0.79717 -3.53668
F -3.34042 -7.95828 -1.13299
C -2.95023 -6.67000 -1.09654
C -3.70227 -5.75014 -0.38951
C -3.25822 -4.44475 -0.31526
C -2.13945 -4.04547 -1.05972
C -1.47967 -4.96667 -1.87338
C -1.85291 -6.30244 -1.84865
H -4.62208 -6.04888 0.09605
H -3.84339 -3.73524 0.25435
H -1.78837 -3.02282 -1.03569
H -0.59514 -4.68641 -2.43192
H -1.39672 -7.02876 -2.50776
F -1.46877 -1.63570 2.04331
C -1.79620 -1.46843 3.34546
C -1.29686 -2.33922 4.29430
C -1.64726 -2.17012 5.62304
C -2.48264 -1.13647 6.00601
C -2.93580 -0.24659 5.04384
C -2.65286 -0.44649 3.69677
H -0.59499 -3.11699 4.02479
H -1.20970 -2.82412 6.36663
H -2.70893 -0.98012 7.05226
H -3.48089 0.63931 5.34307
H -2.96891 0.34632 3.03629
F -2.75769 2.18121 -2.52345
C -3.56266 3.15473 -3.00395
C -4.90901 2.92261 -3.14875
C -5.72383 3.93511 -3.66747
C -5.14553 5.12775 -4.04021
C -3.77445 5.33930 -3.97241
C -2.97738 4.33050 -3.47837
H -5.34269 1.96206 -2.89718
H -6.78440 3.80393 -3.82355
H -5.77252 5.87658 -4.51342
H -3.29440 6.26146 -4.26758
H -1.90246 4.45598 -3.41530
C -0.35565 1.91489 -3.70621
Cl -1.70772 1.29279 -4.64346
Cl 0.95935 2.51182 -4.73706
H -0.71476 2.69890 -3.04755
H 0.04833 1.11846 -3.08847
C -0.69310 2.79656 4.00137
Cl -0.07538 1.54313 5.11484
Cl 0.26260 4.28872 4.08601
H -0.55799 2.37902 3.01130
H -1.73673 3.03418 4.16400
C -0.15773 -5.70843 1.70253
Cl 0.70228 -7.19806 2.11468
Cl 0.92790 -4.54580 0.92374
H -0.98974 -5.97328 1.05437
H -0.60410 -5.23385 2.57179
C -0.98915 4.25315 -0.18313
Cl 0.28086 4.25667 -1.40911
Cl -1.18356 5.89491 0.50841
H -1.94797 4.05702 -0.65066
H -0.78371 3.50432 0.57373
C 3.70906 2.14233 0.69184
C 2.51539 2.81077 1.33437
O 1.60921 2.14667 1.79401
C 2.41758 4.30474 1.19428
H 4.58121 2.31155 1.33255
H 3.87513 2.48564 -0.32611
H 3.58057 1.06049 0.71025
H 1.37056 4.59388 1.29777
H 2.76363 4.69671 0.24267
H 2.88866 4.80907 2.04248
C -5.04966 3.05841 0.98954
C -3.89092 2.07691 1.12703
O -2.85107 2.41337 1.65157
C -4.10840 0.68532 0.59655
H -5.37399 3.01763 -0.05236
H -4.70506 4.02099 1.35190
H -5.89239 2.68395 1.57424
H -3.29202 0.05740 0.94951
H -3.91126 0.70240 -0.48328
H -5.10274 0.27866 0.75407
C 3.73235 -3.58731 -1.85062
C 2.60240 -3.28292 -2.80522
O 1.69849 -4.05951 -2.99378
C 2.57623 -1.86181 -3.34849
H 3.37176 -4.39800 -1.21426
H 3.96168 -2.73977 -1.20505
H 4.62202 -3.91530 -2.38884
H 3.52129 -1.56609 -3.80415
H 2.33067 -1.23290 -2.49386
H 1.83142 -1.84086 -4.14439
C -0.80754 0.43669 -0.44647
C 0.61114 0.02316 -0.75494
O 1.11045 0.40281 -1.79660
C 1.38419 -0.86605 0.16923
H -0.90397 0.86538 0.55174
H -1.50144 -0.39466 -0.58260
H -1.09924 1.18209 -1.18478
H 2.31823 -1.16646 -0.31739
H 0.84845 -1.78028 0.41747
H 1.76525 -0.26260 0.99794
C 4.05460 -0.81644 3.55756
C 3.44299 -2.00845 4.25147
O 3.94536 -2.52284 5.22028
C 2.19503 -2.57303 3.63497
H 3.50045 0.08405 3.81997
H 4.06251 -1.00374 2.48186
H 5.09956 -0.74568 3.85770
H 1.85499 -3.46681 4.15885
H 2.44725 -2.98857 2.65406
H 1.40301 -1.83472 3.51420
```

2.
Below is a single C21H16N2O3S molecule, with properties calculated with ωB97M-V with the def2-TZVPD basis set.

Its structure (SMILES) is C=CCn1c(=O)/c(=C/c2ccc(C)o2)s/c1=C(\C#N)C(=O)c1ccccc1. As for the total charge: 0. The calculation puts the relative energy (zero: lowest compared OMol25 entry of this formula, charge and spin) at 434.4 kJ/mol. The total energy is -1543.09797 hartree. The value obtained for the LUMO energy is -0.97 eV.

Geometry as XYZ:
```
43
C21H16N2O3S | the OMol25 dataset | ωB97M-V with the def2-TZVPD basis set
N 4.23176 0.63854 0.08773
O 2.29128 1.19567 3.11528
O -2.69749 0.17831 -0.75196
C 3.14243 0.57128 0.46006
O 0.48778 -3.04966 -3.01504
S 0.95557 -0.59828 -1.35717
C 1.70461 1.50281 2.16434
C -1.47468 0.10531 -0.73606
C -1.83303 -0.54259 3.87045
C -1.46379 -3.74434 -3.83289
C -1.46658 -1.63963 -2.42298
C -0.42805 -4.65794 -4.34600
C -0.79799 -2.72819 -3.14291
C -0.76283 -0.72295 -1.66304
C 0.69746 -4.22027 -3.73359
C -1.11734 -0.43894 2.63899
C 1.86234 0.78981 0.90275
C 0.76399 0.39731 0.09466
C -0.44102 5.25927 1.93161
C 0.25426 4.82494 0.84990
C -0.20309 4.67628 3.17180
C 0.96059 3.61984 0.94787
C 0.48214 3.45857 3.24064
C 1.01184 2.86355 2.07276
N -0.66734 0.62031 0.29959
C 2.07121 -4.96427 -3.90883
C -1.41289 0.62392 1.59153
H -1.44781 -1.20479 4.71197
H -2.59585 0.10755 4.04239
H -2.55567 -3.90948 -3.91254
H -2.53882 -1.52464 -2.41043
H -0.55763 -5.51811 -5.02393
H -0.27046 -1.17292 2.55466
H -1.06893 6.07095 1.72759
H 0.49785 5.20382 -0.13012
H -0.71346 5.07231 4.01911
H 1.40324 3.25702 -0.02204
H 0.35870 2.87817 4.17162
H 1.86179 -5.96350 -4.20048
H 2.55007 -4.51049 -4.72860
H 2.66020 -4.95527 -2.96072
H -2.51699 0.55796 1.50181
H -1.21738 1.59277 2.13020
```

3.
Below is a molecular structure, C46H57CdN6O4P3Se2Si2, with properties calculated with ωB97M-V with the def2-TZVPD basis set.

As for the total charge: -2. The calculation puts the relative energy (zero: lowest compared OMol25 entry of this formula, charge and spin) at 183.5 kJ/mol. The total energy is -8990.38630 hartree. The value obtained for the LUMO energy is 3.90 eV.

Geometry as XYZ:
```
121
C46H57CdN6O4P3Se2Si2 | the OMol25 dataset | ωB97M-V with the def2-TZVPD basis set
Cd 1.92365 -0.22662 0.67965
C -0.02496 2.06455 -2.98960
C 1.46987 1.90020 -2.71047
C 2.29192 2.03203 -3.98432
O 1.72801 0.63162 -2.11584
C 1.84034 3.01876 -1.71749
O 2.01233 4.15396 -2.10482
O 1.86682 2.62691 -0.46599
H -0.36171 1.25741 -3.64811
H -0.21462 3.01705 -3.48355
H -0.60927 2.03340 -2.06903
H 1.92540 1.31921 -4.72643
H 3.33865 1.80734 -3.77433
H 2.21891 3.04250 -4.38288
H 0.97940 0.04782 -2.28491
C 4.89419 1.33049 -0.80713
Si 4.07686 1.12362 0.89574
C 5.36232 0.14273 1.90685
C 4.16561 2.91517 1.58778
C 5.39960 3.28973 2.13443
C 5.63552 4.56286 2.63533
C 4.61671 5.50137 2.60536
C 3.38508 5.14894 2.07057
C 3.13050 3.87590 1.55121
Si 1.34855 3.42906 0.99146
C 0.40240 4.98522 0.59598
C 0.85160 2.70535 2.67569
H 5.88886 1.77119 -0.67701
H 4.31586 2.00272 -1.44346
H 5.00634 0.38437 -1.33450
H 6.39102 0.40686 1.63958
H 5.23700 -0.92894 1.73227
H 5.23363 0.31236 2.97925
H 6.20911 2.56793 2.17123
H 6.60750 4.81648 3.04480
H 4.77799 6.50105 2.99474
H 2.59940 5.89756 2.05912
H 0.56731 5.75290 1.35514
H -0.66621 4.76709 0.55645
H 0.71939 5.38627 -0.36757
H 1.35052 3.27834 3.46136
H 1.17732 1.66647 2.77747
H -0.23025 2.73198 2.82242
Se -4.43564 2.50461 -2.10164
P -4.04275 1.53716 -0.26000
C -5.13189 0.10094 -0.06471
C -4.79645 -1.15860 -0.52969
C -5.72357 -2.19192 -0.48952
C -6.99136 -1.96771 0.01730
C -7.33671 -0.70322 0.48363
C -6.41529 0.32727 0.43906
C -4.45623 2.54486 1.20097
C -4.33339 1.96932 2.46360
C -4.62254 2.71617 3.59327
C -5.03326 4.03874 3.46538
C -5.15326 4.60983 2.20768
C -4.86493 3.86193 1.07202
C -2.29386 1.20050 0.03509
C -1.32717 0.18889 0.19683
N -0.17799 0.85782 0.40885
N -0.41175 2.15705 0.39121
N -1.67022 2.40007 0.18583
P -0.96546 -1.64339 0.32931
Se 0.02056 -4.28534 1.31834
C -1.61286 -2.20593 -1.29810
C -1.69515 -1.31489 -2.37403
C -2.01702 -1.75607 -3.64993
C -2.26992 -3.10212 -3.87783
C -2.18838 -3.99647 -2.81951
C -1.85680 -3.56101 -1.54231
C -2.21119 -1.97391 1.64016
C -2.26463 -1.06956 2.69929
C -3.11333 -1.28402 3.77895
C -3.93770 -2.39869 3.80295
C -3.88393 -3.30743 2.75361
C -3.01363 -3.10755 1.69442
H -3.81555 -1.34392 -0.93322
H -5.43551 -3.17308 -0.84608
H -7.71221 -2.77571 0.05600
H -8.32732 -0.52155 0.88287
H -6.69065 1.31334 0.79238
H -4.00742 0.93920 2.56225
H -4.52132 2.26718 4.57375
H -5.25297 4.62462 4.35001
H -5.46387 5.64276 2.10734
H -4.94269 4.28974 0.07942
H -1.53298 -0.25429 -2.21427
H -2.08633 -1.03852 -4.45938
H -2.52638 -3.44898 -4.87225
H -2.36086 -5.05362 -2.98733
H -1.69986 -4.26827 -0.73052
H -1.62388 -0.19448 2.69111
H -3.12566 -0.57635 4.60104
H -4.60641 -2.56697 4.63923
H -4.50588 -4.19484 2.77141
H -2.94090 -3.85311 0.91624
O 1.46179 -1.76380 2.33159
H 0.96298 -2.60913 1.94098
H 1.43572 -1.92058 3.28012
C 2.81514 -5.41482 -1.42101
N 2.15550 -4.64721 -2.48337
C 3.15143 -4.17511 -3.42727
N 4.23532 -3.39373 -2.82932
C 4.83940 -4.20935 -1.77188
N 3.90805 -4.68907 -0.76507
C 3.37016 -3.58801 0.04571
P 2.43602 -2.35599 -0.97299
C 1.37212 -3.54534 -1.91628
C 3.72873 -2.12405 -2.28725
H 3.23390 -6.32050 -1.87235
H 2.06888 -5.67780 -0.66796
H 2.65987 -3.56609 -4.19107
H 3.60413 -5.04673 -3.91216
H 5.62192 -3.62279 -1.28271
H 5.30182 -5.07744 -2.25334
H 4.18496 -3.08159 0.57176
H 2.65705 -3.98035 0.77902
H 0.83720 -3.02226 -2.71612
H 0.65141 -3.93415 -1.18693
H 4.56638 -1.55929 -1.87814
H 3.30806 -1.52659 -3.10082
```

4.
Below is a molecular structure, C20H20FeN5O7P2, with properties calculated with ωB97M-V with the def2-TZVPD basis set.

The expectation value of S² is 6.01. Its multiplicity is 5. As for the total charge: -1. The calculation puts the relative energy (zero: lowest compared OMol25 entry of this formula, charge and spin) at 0.0 kJ/mol. The total energy is -3521.47571 hartree. The value obtained for the LUMO energy (spin up / spin down) is 2.67 / 2.67 eV.

Geometry as XYZ:
```
55
C20H20FeN5O7P2 | the OMol25 dataset | ωB97M-V with the def2-TZVPD basis set
Fe 0.00123 -0.10028 0.05452
C 4.11433 -3.48353 -3.92114
C 3.63009 -2.46995 -2.92256
C 4.09770 -2.45540 -1.61002
C 3.59699 -1.57118 -0.67639
C 2.61442 -0.61927 -0.99586
N 2.03198 0.20826 -0.04432
C 2.85412 0.82204 0.86321
C 4.19218 1.16368 0.57555
C 5.00372 1.83694 1.46459
C 4.54836 2.22153 2.72108
C 5.42191 2.95963 3.69548
C 3.23613 1.89860 3.03080
C 2.40279 1.24378 2.13662
N 1.06434 1.00843 2.57133
C 0.34008 1.77303 3.41265
C -0.79687 1.07510 3.74067
C -0.68724 -0.12031 3.02050
N 0.43617 -0.16140 2.31803
C 2.16657 -0.63918 -2.32874
C 2.64829 -1.55118 -3.25655
N 1.19742 0.30164 -2.77167
C 1.17719 0.97584 -3.93814
C 0.01453 1.70798 -3.96858
C -0.62252 1.41453 -2.75298
N 0.09756 0.56098 -2.04255
H 5.05585 -3.92941 -3.59976
H 4.27419 -3.03372 -4.90234
H 3.39350 -4.29414 -4.04671
H 4.85262 -3.17160 -1.30612
H 3.95807 -1.60178 0.34272
H 4.58547 0.90048 -0.39628
H 6.02076 2.07075 1.17014
H 6.47730 2.80969 3.46574
H 5.25405 2.61778 4.71811
H 5.23410 4.03607 3.67747
H 2.84382 2.13950 4.01149
H 0.68020 2.75284 3.69419
H -1.61718 1.40809 4.34910
H -1.38231 -0.93889 2.93382
H 2.22498 -1.54650 -4.25407
H 1.99527 0.89567 -4.63175
H -0.31751 2.37692 -4.74136
H -1.54997 1.80372 -2.36824
O -3.40394 -1.61781 1.13073
P -2.65401 -1.52723 -0.28735
O -3.25855 -2.43404 -1.26379
O -1.14708 -1.64698 -0.02691
O -2.91400 0.03621 -0.69550
P -2.67730 1.46011 0.03727
O -3.49736 1.24815 1.44553
O -3.33616 2.52972 -0.73171
O -1.21732 1.54707 0.40168
H -3.56895 -0.73780 1.50326
H -4.36441 1.65402 1.33371
```